A structure of composition C19H19Br33F3N2 in a non-equilibrium geometry, computed with ωB97M-V/def2-TZVPD.

Structure (XYZ):
```
76
Properties=species:S:1:pos:R:3:mulliken_charge:R:1
F -1.804 -0.086 -2.739 -0.26
C -0.599 0.039 -3.304 0.90
F -0.269 1.356 -3.105 -0.30
F -0.727 -0.088 -4.631 -0.21
C 0.444 -0.869 -2.692 -0.52
C -0.161 -2.117 -2.035 0.45
N 0.826 -3.128 -1.677 -0.62
C 1.872 -2.573 -1.008 0.31
C 3.152 -2.613 -1.601 -0.83
C 4.211 -2.008 -0.987 -0.09
C 3.980 -1.400 0.219 -0.64
C 2.733 -1.442 0.745 -0.52
N 1.653 -1.991 0.207 -0.36
H 0.990 -0.246 -1.996 0.28
H 1.100 -1.233 -3.471 0.16
H -0.824 -2.570 -2.773 -0.81
H -0.786 -1.867 -1.168 0.31
H 3.274 -3.072 -2.562 0.61
H 5.182 -1.990 -1.449 0.44
H 4.768 -0.890 0.744 0.39
H 2.584 -0.950 1.702 0.41
C -1.613 -4.538 1.356 -0.08
Br -1.932 -2.796 2.090 0.06
Br -1.220 -5.821 2.743 -0.02
Br -3.079 -5.124 0.254 -0.03
H -0.739 -4.464 0.714 0.06
C -3.146 1.254 2.422 -0.01
Br -1.885 0.252 3.463 0.08
Br -4.512 0.132 1.675 -0.03
Br -3.891 2.742 3.404 -0.05
H -2.597 1.680 1.593 0.02
C -0.523 3.687 1.902 -0.01
Br -0.297 5.414 1.093 0.04
Br 0.108 2.286 0.744 0.10
Br 0.265 3.568 3.649 0.01
H -1.586 3.538 2.033 -0.08
C 2.913 -7.152 -0.500 -0.36
Br 3.099 -5.258 -0.842 0.23
Br 3.499 -8.224 -1.998 -0.07
Br 3.806 -7.663 1.138 -0.04
H 1.861 -7.359 -0.358 0.30
C -0.981 5.190 -3.138 -0.40
Br -2.467 5.057 -1.923 -0.07
Br 0.359 6.431 -2.523 -0.03
Br -0.225 3.458 -3.507 0.17
H -1.368 5.578 -4.068 0.36
C -0.841 2.676 -7.320 0.39
Br -0.517 0.940 -8.079 -0.01
Br 0.413 3.985 -7.975 -0.04
Br -2.660 3.245 -7.587 -0.03
H -0.691 2.591 -6.255 -0.40
C 0.993 -8.711 3.902 -0.05
Br -0.466 -9.209 5.059 -0.05
Br 2.226 -7.527 4.782 0.01
Br 1.858 -10.254 3.154 -0.03
H 0.569 -8.164 3.071 0.05
C -3.644 -2.363 -6.009 -0.37
Br -2.477 -1.898 -7.470 0.00
Br -5.002 -3.619 -6.563 -0.07
Br -2.661 -2.989 -4.485 0.05
H -4.154 -1.458 -5.713 0.35
C 4.333 6.911 -0.946 -0.35
Br 3.436 8.586 -1.274 -0.04
Br 3.831 6.160 0.752 0.02
Br 4.037 5.668 -2.380 0.01
H 5.392 7.116 -0.909 0.33
C -1.632 6.958 5.970 -0.33
Br 0.153 7.114 5.260 -0.02
Br -2.681 5.682 4.982 0.03
Br -1.621 6.540 7.846 -0.03
H -2.106 7.920 5.854 0.34
C -2.374 2.498 8.909 -0.31
Br -1.052 2.821 7.556 0.05
Br -3.577 1.085 8.402 -0.02
Br -1.569 2.168 10.628 -0.04
H -2.962 3.400 9.001 0.31
```

Values from the calculation:
charge: -1
Kohn-Sham gap: 4.6 eV
LUMO energy: 0.039 Eh

A cluster of 2 separate species, CH3Cl2FSi in total in a non-equilibrium geometry, computed with ωB97M-V/def2-TZVPD.

Structure (XYZ):
```
8
Properties=species:S:1:pos:R:3:mulliken_charge:R:1
C 2.314 -0.131 0.637 -0.40
F 2.171 -1.410 0.204 -0.20
Si -2.482 0.269 -0.912 0.37
Cl -1.850 -1.440 -0.066 -0.16
Cl -3.392 1.452 0.471 -0.17
H 1.455 0.175 1.093 0.28
H 3.121 0.493 0.409 0.32
H -1.337 0.592 -1.836 -0.04
```

Values from the calculation:
charge: 0
Kohn-Sham gap (alpha / beta): 8.3 / 7.7 eV
energy relative to the best compared isomer or geometry (same formula, charge and spin): 160.6 kcal/mol
LUMO energy (alpha / beta): 0.014 / -0.034 Eh

The ion C3H8N3S with charge +1 in a non-equilibrium geometry, computed with ωB97M-V/def2-TZVPD.

Structure (XYZ):
```
15
Properties=species:S:1:pos:R:3:mulliken_charge:R:1
C -1.417 -0.272 0.864 -1.00
N -0.317 0.043 -0.091 -0.07
C 0.134 1.080 -0.601 0.36
N -0.061 2.307 -0.733 -0.29
C 0.482 -1.383 -0.300 -0.59
N 1.845 -1.172 0.096 -0.25
S 2.859 -0.361 -0.915 0.01
H -2.292 0.473 0.973 0.33
H -2.103 -1.017 0.562 0.41
H -1.194 -0.510 1.916 0.39
H -0.942 2.729 -0.591 0.24
H 0.583 2.975 -1.275 0.30
H 0.384 -1.561 -1.346 0.37
H -0.146 -2.016 0.301 0.44
H 2.184 -1.315 1.140 0.34
```

Values from the calculation:
charge: +1
Kohn-Sham gap (alpha / beta): 7.2 / 7.8 eV
energy relative to the best compared isomer or geometry (same formula, charge and spin): 91.4 kcal/mol
SMILES: C[N+](=C=[NH2+])CN[S-]
LUMO energy (alpha / beta): -0.207 / -0.189 Eh

A structure of composition C42H30Cl5InN5OS2Sb, computed with ωB97M-V/def2-TZVPD.

Structure (XYZ):
```
87
Properties=species:S:1:pos:R:3:mulliken_charge:R:1
In -0.534 -0.141 -0.375 0.89
N 1.752 -2.950 -2.985 0.13
C 1.049 -2.859 -1.858 -0.43
N 0.907 -1.579 -1.559 0.17
C 1.547 -0.936 -2.575 0.29
N 2.073 -1.734 -3.465 -0.82
C 1.537 0.528 -2.643 0.24
C 2.305 1.256 -3.540 -0.65
N 2.273 2.581 -3.563 -0.56
C 1.466 3.187 -2.700 -0.68
C 0.673 2.477 -1.808 -0.10
N 0.718 1.147 -1.785 0.42
H 2.024 -3.779 -3.492 0.21
H 0.667 -3.701 -1.301 0.50
H 2.958 0.748 -4.239 0.59
H 1.434 4.269 -2.719 0.48
H -0.009 2.965 -1.127 0.25
Cl -2.797 -1.144 1.870 -0.09
C -3.253 -1.495 0.232 0.64
C -2.359 -1.193 -0.786 -1.25
C -2.781 -1.402 -2.091 0.99
Cl -1.732 -0.931 -3.399 -0.15
C -4.038 -1.921 -2.393 -0.09
Cl -4.521 -2.157 -4.019 -0.15
C -4.908 -2.231 -1.346 0.44
Cl -6.467 -2.847 -1.687 -0.14
C -4.519 -2.014 -0.024 -0.16
Cl -5.599 -2.347 1.262 -0.14
S 0.641 0.230 1.763 -0.38
Sb 2.366 -1.328 1.704 1.56
C 1.550 -3.227 1.363 0.42
C 2.370 -4.329 1.129 -0.46
C 1.792 -5.560 0.848 -0.86
C 0.409 -5.689 0.812 -0.59
C -0.404 -4.593 1.070 -0.52
C 0.165 -3.357 1.346 -0.60
C 3.673 -0.752 0.168 1.00
C 4.342 -1.685 -0.617 -0.41
C 5.218 -1.244 -1.599 -0.69
C 5.435 0.117 -1.780 -0.71
C 4.770 1.044 -0.989 -0.73
C 3.879 0.613 -0.015 -0.81
C 3.332 -1.360 3.545 0.75
C 3.091 -2.428 4.403 -0.37
C 3.729 -2.453 5.635 -0.71
C 4.588 -1.424 5.993 -0.50
C 4.820 -0.362 5.128 -0.61
C 4.192 -0.323 3.893 -0.65
H 3.452 -4.249 1.176 0.54
H 2.424 -6.421 0.670 0.44
H -0.036 -6.653 0.600 0.45
H -1.482 -4.700 1.072 0.51
H -0.474 -2.511 1.567 0.52
H 4.191 -2.751 -0.478 0.24
H 5.742 -1.963 -2.215 0.46
H 6.131 0.454 -2.538 0.45
H 4.948 2.103 -1.128 0.49
H 3.348 1.338 0.593 0.45
H 2.416 -3.229 4.127 0.43
H 3.553 -3.276 6.315 0.42
H 5.083 -1.450 6.954 0.41
H 5.493 0.436 5.415 0.41
H 4.379 0.504 3.219 0.35
O -1.790 1.645 -0.097 0.08
S -2.456 2.715 0.766 -0.08
C -4.189 2.393 0.559 0.75
C -4.636 1.591 -0.481 -0.12
C -5.997 1.347 -0.592 -0.88
C -6.881 1.899 0.326 -0.65
C -6.414 2.694 1.365 -0.68
C -5.056 2.940 1.494 -0.43
C -2.236 4.215 -0.150 0.40
C -1.592 5.261 0.497 -0.33
C -1.355 6.438 -0.203 -0.75
C -1.751 6.545 -1.527 -0.46
C -2.390 5.484 -2.165 -0.83
C -2.641 4.311 -1.478 -0.05
H -3.929 1.157 -1.179 0.47
H -6.368 0.725 -1.397 0.49
H -7.941 1.702 0.234 0.45
H -7.106 3.113 2.083 0.43
H -4.681 3.545 2.311 0.48
H -1.288 5.160 1.532 0.44
H -0.867 7.268 0.290 0.44
H -1.571 7.465 -2.068 0.44
H -2.705 5.584 -3.195 0.46
H -3.152 3.486 -1.958 0.40
```

Values from the calculation:
charge: +2
Kohn-Sham gap: 7.8 eV
energy relative to the best compared isomer or geometry (same formula, charge and spin): 2.1 kcal/mol
LUMO energy: -0.206 Eh

A cluster of 2 separate species, C5H8BF4N2O7S2 in total in a non-equilibrium geometry, computed with ωB97M-V/def2-TZVPD.

Structure (XYZ):
```
29
Properties=species:S:1:pos:R:3:mulliken_charge:R:1
N 0.920 0.898 -2.819 -0.55
C -0.204 1.282 -1.839 -0.51
C -0.442 -0.013 -0.880 0.25
S -0.220 0.609 0.906 -0.16
O 0.533 -1.127 -0.903 -0.37
C -0.126 -2.192 -0.104 0.48
O 0.375 -2.976 0.879 -0.47
O -1.502 -2.202 -0.672 -0.33
C -1.879 -0.776 -0.794 0.81
F -2.434 -0.417 0.534 -0.29
B -3.031 -0.576 -1.944 0.23
N -2.841 -0.629 -3.448 -0.51
O -4.433 -0.316 -1.463 -0.57
H 0.558 0.211 -3.524 0.19
H 1.290 1.765 -3.266 0.24
H -1.149 1.722 -2.365 0.18
H 0.263 2.150 -1.168 0.44
H -0.926 1.810 1.104 0.12
H -2.979 0.294 -3.915 0.25
H -1.960 -1.106 -3.737 0.26
H -4.621 0.674 -1.464 0.31
C 3.265 -0.751 3.880 0.56
F 4.473 -1.080 3.319 -0.24
F 2.328 -1.491 3.205 -0.21
F 3.296 -1.261 5.154 -0.24
S 2.916 1.084 3.837 1.11
O 2.922 1.452 2.415 -0.64
O 4.006 1.710 4.599 -0.68
O 1.601 1.250 4.471 -0.67
```

Values from the calculation:
charge: -1
Kohn-Sham gap: 6.9 eV
LUMO energy: 0.057 Eh

A structure of composition C26H22IrN6P in a non-equilibrium geometry, computed with ωB97M-V/def2-TZVPD.

Structure (XYZ):
```
56
Properties=species:S:1:pos:R:3:mulliken_charge:R:1
Ir -0.606 -0.885 -0.342 1.25
N 0.564 0.686 -3.075 -0.16
C -0.761 0.572 -3.163 0.70
N -1.374 1.050 -4.223 -0.71
C -2.701 0.891 -4.287 0.31
N -3.346 1.397 -5.320 -0.30
N -3.425 0.225 -3.348 -0.64
C -2.761 -0.201 -2.321 -0.02
N -1.435 -0.026 -2.130 -0.48
C -3.466 -0.954 -1.269 1.10
C -4.821 -1.219 -1.348 -0.58
C -5.416 -1.963 -0.339 -0.45
C -4.634 -2.413 0.714 -0.79
C -3.284 -2.109 0.724 0.14
N -2.715 -1.391 -0.244 -0.28
H 1.070 1.055 -3.862 0.28
H 1.062 0.214 -2.339 0.00
H -2.828 1.861 -6.048 0.27
H -4.339 1.264 -5.413 0.26
H -5.371 -0.842 -2.197 0.51
H -6.472 -2.191 -0.379 0.48
H -5.057 -2.993 1.521 0.43
H -2.640 -2.446 1.525 0.46
C 2.586 1.865 5.311 -0.51
C 1.454 2.331 4.653 -0.71
C 0.960 1.642 3.562 -0.50
C 1.600 0.478 3.128 0.88
C 2.694 -0.025 3.827 -0.49
C 3.202 0.693 4.898 -0.71
P 0.951 -0.255 1.605 0.34
C 1.194 1.169 0.472 0.50
C 2.474 1.537 0.044 -0.88
C 2.647 2.702 -0.681 -0.73
C 1.555 3.510 -0.987 -0.57
C 0.283 3.155 -0.566 -0.82
C 0.100 1.991 0.169 0.15
C 1.856 -1.643 0.864 1.06
C 3.016 -2.327 1.198 -0.39
C 3.336 -3.488 0.504 -0.79
C 2.517 -3.958 -0.517 -0.68
C 1.373 -3.258 -0.877 -0.74
C 1.035 -2.111 -0.179 -0.19
H 2.973 2.403 6.166 0.41
H 0.959 3.228 4.997 0.42
H 0.082 2.010 3.044 0.39
H 3.151 -0.960 3.552 0.26
H 4.080 0.325 5.412 0.43
H 3.329 0.920 0.297 0.41
H 3.641 3.000 -0.987 0.47
H 1.700 4.431 -1.537 0.46
H -0.563 3.795 -0.781 0.49
H -0.879 1.760 0.577 0.51
H 3.691 -1.973 1.960 0.40
H 4.237 -4.030 0.758 0.44
H 2.766 -4.875 -1.034 0.43
H 0.759 -3.625 -1.691 0.49
```

Values from the calculation:
charge: +2
Kohn-Sham gap (alpha / beta): 6.3 / 6.2 eV
energy relative to the best compared isomer or geometry (same formula, charge and spin): 45.8 kcal/mol
LUMO energy (alpha / beta): -0.283 / -0.287 Eh

| no. | E_tot (Eh) |
| --- | --- |
| 1 | -86086.8498 |
| 2 | -1349.5801 |
| 3 | -681.1685 |
| 4 | -5494.7939 |
| 5 | -2052.2164 |
| 6 | -1777.6819 |